A molecular structure, C13H29Br3, computed with ωB97M-V/def2-TZVPD.

```
! RIJCOSX wB97M-V def2-TZVPD def2/J DEFGRID3
* xyz 0 1
C -3.4741 1.0327 2.5809
Br -3.7392 1.3188 4.4969
Br -2.4355 2.4281 1.7234
Br -5.1867 0.7287 1.7873
H -2.9358 0.1069 2.4410
C 2.8604 3.3077 3.6796
C 2.6306 3.2628 2.1476
C 3.4095 2.1152 1.5582
C 3.3699 2.0148 -0.0835
C 1.9930 1.7964 -0.6670
C 1.2645 0.5162 -0.2272
H 2.2843 2.4048 4.0892
H 2.3537 4.1681 4.1333
H 3.9370 3.2891 3.8321
H 1.5700 3.1000 2.0406
H 2.8401 4.2735 1.7030
H 3.1286 1.1415 2.0049
H 4.4503 2.1658 1.8451
H 3.8736 2.9792 -0.3869
H 4.0441 1.2034 -0.3953
H 1.4039 2.7195 -0.4437
H 2.0690 1.7437 -1.7929
H 1.0965 0.5506 0.8887
H 0.3021 0.3546 -0.7453
H 1.9351 -0.2904 -0.4885
C -3.2964 -1.9022 0.7343
C -1.9930 -2.3708 0.0801
C -1.9347 -2.1917 -1.4519
C -0.6361 -2.7199 -2.0323
C -0.3276 -2.3292 -3.4723
C -1.3755 -2.8684 -4.5173
H -3.3294 -0.8627 0.5649
H -3.3541 -2.0091 1.8242
H -4.0567 -2.3599 0.2352
H -1.1196 -1.9053 0.5532
H -1.7670 -3.3765 0.2504
H -2.1351 -1.2030 -1.8658
H -2.7493 -2.9234 -1.7842
H 0.2652 -2.4260 -1.4716
H -0.6361 -3.8155 -1.9148
H -0.2456 -1.1987 -3.5755
H 0.5934 -2.7197 -3.7226
H -2.3377 -2.5811 -4.1769
H -1.1535 -2.6952 -5.5565
H -1.4561 -3.9735 -4.4220
*
```

Calculated values
E ... -8234.70027 Ha

Atomic partial charges in e from the natural (NBO) method, atoms 1 to 4: C -0.49; Br 0.08; Br 0.09; Br 0.10

2 unconnected molecules or ions with the total composition C13H29BrN4O2, computed with ωB97M-V/def2-TZVPD.

```
! RIJCOSX wB97M-V def2-TZVPD def2/J DEFGRID3
* xyz 0 1
C 0.5611 -0.0376 3.1281
C 1.9903 -0.1645 2.3076
Br 3.5620 0.6131 3.3487
C 2.2928 -1.6584 1.7041
N 1.9580 -2.8061 2.6317
C 2.7968 -2.8115 3.8908
N 2.0708 -2.6465 5.2413
N 4.1598 -2.9748 3.9645
O 4.8939 -3.1680 2.8549
H 0.7438 0.1508 4.2738
H -0.1901 -0.9127 2.9232
H 0.0249 0.9501 2.7253
H 1.8806 0.5577 1.3635
H 3.4019 -1.7178 1.2679
H 1.5801 -1.7837 0.7550
H 1.9573 -3.7332 2.1504
H 2.5889 -3.3243 5.8674
H 2.1455 -1.6650 5.5880
H 4.6811 -2.9557 4.8834
H 5.3776 -2.2869 2.6803
C -2.1169 1.7539 0.0506
C -2.1159 0.6579 -1.0377
C -3.3114 0.8772 -2.0015
C -3.1873 2.0802 -2.9303
C -1.7479 2.4558 -3.2596
C -0.7205 1.3067 -3.0952
N -0.8130 0.8003 -1.7142
O 0.0841 -0.2233 -1.4468
C 0.6807 1.9424 -3.3047
C -0.9386 0.2511 -4.2031
C -2.3897 -0.6991 -0.3271
H -1.3045 1.5999 0.7682
H -3.0568 1.7541 0.6163
H -1.9918 2.7545 -0.3733
H -3.4466 -0.0188 -2.6200
H -4.2476 0.9722 -1.4312
H -3.7359 1.8665 -3.8562
H -3.6857 2.9477 -2.4822
H -1.7104 2.8654 -4.2776
H -1.4595 3.2890 -2.6056
H 0.9060 2.6694 -2.5150
H 0.7321 2.4737 -4.2634
H 1.4794 1.1912 -3.3093
H -0.8458 0.7113 -5.1957
H -1.9258 -0.2184 -4.1601
H -0.1927 -0.5494 -4.1558
H -3.3584 -0.6801 0.1893
H -1.6366 -0.9276 0.4348
H -2.4201 -1.5287 -1.0433
*
```

Calculated values
E ... -3455.88684 Ha

Atomic partial charges in e from the natural (NBO) method, atoms 1 to 4: C -0.67; C -0.25; Br -0.08; C -0.28

3 unconnected molecules or ions with the total composition C13H29FNO8PS2, computed with ωB97M-V/def2-TZVPD.

```
! RIJCOSX wB97M-V def2-TZVPD def2/J DEFGRID3
* xyz 0 1
C 4.5641 3.2331 -0.1973
P 4.6084 2.2183 -1.7151
O 5.6504 1.0371 -1.2031
C 2.9959 1.2572 -1.7160
C 3.0743 0.0446 -0.7651
N 1.6755 -0.1300 -0.3455
C 1.1910 1.1541 -0.1151
O 0.5700 1.4937 0.8660
C 1.6191 1.9270 -1.3588
C 1.4732 3.4593 -1.4367
C 0.9782 4.1748 -0.1980
F 1.8695 4.0484 0.8667
H 5.6081 3.4852 -0.0033
H 4.0430 4.1712 -0.3596
H 4.1648 2.7493 0.6942
H 5.5252 0.8334 -0.2736
H 2.8851 0.9090 -2.7385
H 3.5148 -0.8226 -1.2420
H 3.6417 0.2842 0.1392
H 1.4923 -0.8112 0.3750
H 0.9493 1.5260 -2.1182
H 0.7345 3.6750 -2.2106
H 2.3928 3.9184 -1.7946
H 0.8609 5.2366 -0.4123
H 0.0218 3.7683 0.1261
C -0.6488 -5.6816 -4.3183
C -1.4361 -5.6276 -3.0249
O -0.9297 -4.6492 -2.0893
S -1.1995 -3.1141 -2.4024
C -0.7114 -2.4756 -0.8399
O -2.6044 -2.9253 -2.5942
O -0.2792 -2.6594 -3.3986
H -0.7425 -4.7567 -4.8840
H -1.0192 -6.4986 -4.9378
H 0.4099 -5.8427 -4.1165
H -2.4947 -5.4344 -3.2052
H -1.3589 -6.5744 -2.4951
H -1.3936 -2.8371 -0.0750
H -0.7609 -1.3925 -0.9170
H 0.3092 -2.7892 -0.6424
C -1.2646 0.4098 3.2678
C -2.1803 1.5641 3.6087
O -3.5816 1.2641 3.3998
S -4.2950 0.2888 4.4294
C -5.9488 0.5882 3.9110
O -4.0985 0.7934 5.7537
O -3.9528 -1.0667 4.1274
H -1.4189 -0.4350 3.9381
H -0.2274 0.7295 3.3478
H -1.4452 0.0684 2.2497
H -2.0371 1.9031 4.6359
H -1.9805 2.4076 2.9517
H -6.2046 1.6231 4.1182
H -6.5806 -0.0843 4.4866
H -6.0285 0.3642 2.8511
*
```

Calculated values
Structure (SMILES) ... CP(O)[C@H]1CNC(=O)[C@H]1CCF.CCOS(C)(=O)=O.CCOS(C)(=O)=O
Relative energy (zero: lowest compared OMol25 entry of this formula, charge and spin) ... 0.0 kcal/mol

Atomic partial charges in e from the natural (NBO) method, atoms 1 to 4: C -1.00; P 1.10; O -0.97; C -0.53

A molecular structure, C13H30As3AuO3S4, computed with ωB97M-V/def2-TZVPD.

```
! RIJCOSX wB97M-V def2-TZVPD def2/J DEFGRID3
* xyz 0 3
Au 1.4945 -0.1791 1.7806
S 4.0601 -3.7939 -0.0071
C 3.3445 -2.3891 0.5626
S 2.7305 -1.5632 -0.7679
S 3.2511 -1.9231 2.1865
C -2.0924 1.8516 2.1865
As -0.4302 1.4512 1.2461
C 0.1037 3.2286 0.7160
C -0.9061 0.6613 -0.4783
C -1.8211 -0.5791 -0.5392
C -3.2812 -0.1378 -0.6981
C -1.7931 -1.4496 0.7372
As -0.0865 -2.0531 1.4702
C -0.6731 -2.6567 3.2146
C 0.3523 -3.7400 0.6298
C -1.3868 -1.4692 -1.7180
As -1.0942 -0.8982 -3.6036
C 0.5630 0.1382 -3.4330
C -2.2986 0.6261 -3.8991
H -2.7678 2.3915 1.5232
H -1.8431 2.4852 3.0365
H -2.5806 0.9524 2.5539
H -0.7287 3.7257 0.2176
H 0.9688 3.1411 0.0609
H 0.3889 3.7844 1.6082
H 0.0830 0.4129 -0.8730
H -1.3110 1.4477 -1.1192
H -3.6070 0.4475 0.1645
H -3.9372 -1.0075 -0.7779
H -3.4181 0.4717 -1.5875
H -2.4041 -2.3417 0.5733
H -2.2550 -0.9105 1.5690
H -1.4628 -3.4003 3.1110
H -1.0375 -1.8089 3.7923
H 0.1808 -3.0961 3.7277
H -0.5367 -4.3709 0.6353
H 1.1454 -4.2027 1.2151
H 0.7113 -3.5852 -0.3830
H -2.0869 -2.3073 -1.7926
H -0.4101 -1.9101 -1.4836
H 1.3235 -0.4645 -2.9365
H 0.4354 1.0739 -2.8919
H 0.9175 0.3603 -4.4391
H -3.3388 0.3042 -3.8937
H -2.0692 1.0038 -4.8959
H -2.1557 1.4358 -3.1841
C 4.3201 3.4246 1.0171
S 3.6659 1.8172 0.6709
O 2.8023 1.9420 -0.4920
O 4.7763 0.9129 0.5470
O 2.8378 1.5490 1.9084
H 4.8748 3.3767 1.9504
H 3.4997 4.1347 1.0870
H 4.9823 3.6857 0.1948
*
```

Calculated values
<S²> ... 2.01
Relative energy (zero: lowest compared OMol25 entry of this formula, charge and spin) ... 8.6 kcal/mol

Atomic partial charges in e from the natural (NBO) method, atoms 1 to 4: Au 0.80; S 0.10; C -0.60; S 0.02

2 unconnected molecules or ions with the total composition C13H30BN4O7, computed with ωB97M-V/def2-TZVPD.

```
! RIJCOSX wB97M-V def2-TZVPD def2/J DEFGRID3
* xyz 1 1
C -2.6535 -0.2607 -3.2776
C -1.7861 -0.5282 -4.5215
O -2.2318 -0.2477 -5.5628
O -0.5356 -1.0983 -4.4437
C 0.4316 -0.2028 -3.8853
C 1.5492 -1.0687 -3.2821
C 2.9021 -0.3221 -3.0093
C 2.7952 1.2156 -2.8442
N 1.8149 1.6477 -1.8258
C 1.6078 3.0267 -1.8725
N 2.4071 3.8787 -2.5168
N 0.5284 3.4517 -1.1675
C 0.6022 2.7484 0.1640
O 1.9050 2.3178 0.4012
C 2.2091 1.2493 -0.4417
O 1.5265 0.0838 -0.1114
B 2.2720 -0.8079 0.6979
O 3.5041 -1.3410 0.3572
O 1.7187 -1.2008 1.8955
H -2.6700 0.7977 -2.9847
H -3.6761 -0.5450 -3.5728
H -2.4021 -0.9142 -2.4235
H 0.7964 0.5475 -4.6095
H -0.0829 0.3381 -3.0629
H 1.7760 -1.8578 -4.0227
H 1.2575 -1.5961 -2.3620
H 3.4008 -0.7395 -2.1224
H 3.5571 -0.4951 -3.8806
H 3.7973 1.5986 -2.5538
H 2.5919 1.6368 -3.8434
H 2.8047 4.6557 -1.9994
H 2.6870 3.7916 -3.4849
H 0.5600 4.4638 -1.0411
H 0.3714 3.5142 0.9219
H -0.1738 1.9737 0.2470
H 3.3011 1.0926 -0.3361
H 3.3745 -2.1673 -0.1332
H 0.7749 -1.4033 1.7583
C -3.7753 -1.3960 5.4003
C -2.3198 -1.8464 5.4869
C -1.3934 -1.1456 4.4786
O -1.5120 -1.6108 3.1394
C -2.6155 -1.0819 2.4237
N -2.2662 -3.3054 5.3523
H -4.3010 -1.8463 4.5578
H -4.3147 -1.6890 6.3012
H -3.8481 -0.3094 5.3080
H -1.9607 -1.5845 6.4871
H -0.3607 -1.3585 4.7680
H -1.5092 -0.0546 4.5169
H -2.8283 -0.0468 2.7063
H -3.5005 -1.7024 2.5717
H -2.3718 -1.1099 1.3596
H -1.3139 -3.6185 5.5231
H -2.4217 -3.5277 4.3713
*
```

Calculated values
E ... -1283.72829 Ha

Atomic partial charges in e from the natural (NBO) method, atoms 1 to 4: C -0.75; C 0.80; O -0.51; O -0.54

A molecular structure, C13H30ClFeI2OP2, computed with ωB97M-V/def2-TZVPD.

```
! RIJCOSX wB97M-V def2-TZVPD def2/J DEFGRID3
* xyz 2 6
I -2.2860 -1.8730 -1.8710
I -1.5053 1.8974 -2.2230
Fe 1.3471 -0.0886 -1.0295
P 0.3142 -0.0825 -3.6502
C -1.3089 -0.0154 -4.5060
C 1.2600 1.1824 -4.5463
H 1.8886 -1.8660 -3.8258
H 1.0727 -1.5406 -5.3980
H 0.2151 -2.4579 -4.0927
C 0.9331 -1.6523 -4.3210
H 2.2434 1.2572 -4.0645
H 1.3794 0.8646 -5.5878
H -1.1066 0.0403 -5.5897
H -1.9049 0.8678 -4.2214
H 0.7632 2.1542 -4.4897
H -1.9092 -0.9160 -4.2938
C -2.3779 0.2515 -1.4968
O -3.5915 0.3272 -1.7528
Cl 3.4391 -0.7826 -1.5414
C 1.4079 -2.4053 1.1620
C 0.3352 -1.5816 1.8948
C 0.6993 -1.4948 3.3906
P -0.0860 0.0337 1.1044
C -1.8630 0.2975 1.6559
C -2.2406 -0.1046 3.1089
C -2.3192 1.7270 1.3972
C 1.0054 1.3529 1.7849
C 0.6097 1.9339 3.1563
C 2.4785 0.9251 1.7533
H 2.3888 -1.9146 1.1198
H 1.1345 -2.6802 0.1335
H 1.5615 -3.3406 1.7156
H -0.6106 -2.1357 1.7725
H 1.6701 -1.0250 3.5472
H -0.0542 -0.9671 3.9961
H 0.7485 -2.5236 3.7945
H -2.3725 -0.3709 0.9241
H -1.7056 0.5020 3.8600
H -3.3232 0.0419 3.2539
H -2.0555 -1.1713 3.2720
H -2.0974 2.0240 0.3658
H -3.4048 1.8370 1.5127
H -1.8618 2.4675 2.0580
H 0.8728 2.1688 1.0466
H 0.5817 1.1884 3.9604
H 1.3542 2.6912 3.4570
H -0.3469 2.4565 3.1365
H 2.7701 0.5332 0.7590
H 3.1116 1.8130 1.9206
H 2.7457 0.1540 2.4874
*
```

Calculated values
<S²> ... 8.77
Relative energy (zero: lowest compared OMol25 entry of this formula, charge and spin) ... 0.0 kcal/mol

Atomic partial charges in e from the natural (NBO) method, atoms 1 to 4: I 0.32; I 0.53; Fe 1.37; P 1.05